No. 1
A cluster of 16 separate species, C5H42O15 in total in a non-equilibrium geometry. Source: the Open Molecules 2025 dataset; level of theory: ωB97M-V with the def2-TZVPD basis set.

```
62
C5H42O15 (ωB97M-V with the def2-TZVPD basis set)
C 0.668 0.170 -2.682
C 0.142 -0.007 -1.327
C -0.846 1.104 -0.799
C -0.190 2.346 -0.268
C -0.085 -0.541 -3.770
H 0.747 1.290 -3.002
H 1.683 -0.164 -2.745
H 0.966 0.023 -0.656
H -0.406 -0.910 -1.247
H -1.379 0.730 0.171
H -1.599 1.254 -1.596
H -0.932 3.037 0.259
H 0.689 2.200 0.462
H 0.257 2.978 -1.049
H 0.251 -1.542 -4.001
H -1.115 -0.767 -3.545
H 0.018 0.045 -4.690
H 3.798 -0.385 -1.039
H 3.081 0.028 0.173
O 3.179 -0.713 -0.389
H -0.231 3.867 -3.365
H 0.678 3.033 -2.489
O 0.617 3.886 -2.920
H -4.509 -1.973 0.152
H -4.302 -1.760 -1.367
O -4.833 -1.587 -0.644
H -3.476 -0.152 3.496
H -3.374 0.076 1.965
O -2.928 -0.014 2.730
H 3.055 -1.897 0.864
H 3.888 -2.590 1.979
O 2.975 -2.679 1.451
H 1.361 -3.531 1.987
H 0.288 -4.451 2.093
O 0.489 -3.486 1.994
H -0.929 2.403 2.918
H -1.985 2.058 1.854
O -1.670 2.802 2.431
H 4.218 1.164 1.019
H 2.803 1.728 0.956
O 3.464 1.279 1.526
H -2.012 -1.965 3.958
H -0.828 -2.980 3.410
O -1.575 -2.824 4.049
H -2.140 -2.931 -1.133
H -2.910 -3.790 -2.186
O -2.790 -2.956 -1.886
H 0.858 -2.679 -1.452
H 0.902 -2.970 -0.073
O 0.321 -3.177 -0.799
H -2.858 3.489 -3.552
H -3.407 1.930 -3.713
O -2.801 2.513 -3.324
H 1.249 0.501 2.912
H 1.435 1.506 3.802
O 0.862 1.340 3.059
H 2.601 3.215 -1.185
H 3.249 3.810 0.190
O 3.274 3.101 -0.443
H 0.667 -0.897 4.587
H 0.277 -1.348 3.180
O 1.098 -1.242 3.707
```

Properties
Energy above the lowest of the compared OMol25 structures with the same formula, charge and spin, kJ/mol: 329.0
Multiplicity: 1
E_HOMO, eV: -10.21
Max |F|, eV/A: 7.12
Energy, Ha: -1344.16971
Orbital gap, eV: 10.283


No. 2
The ion C7H13O with charge -1 in a non-equilibrium geometry. Source: the Open Molecules 2025 dataset; level of theory: ωB97M-V with the def2-TZVPD basis set.

```
21
C7H13O (ωB97M-V with the def2-TZVPD basis set)
C -0.044 -1.890 0.088
C -0.441 -0.748 -0.463
C -1.909 -0.388 -0.446
C -2.379 0.382 0.828
C 0.484 0.286 -1.073
C 1.262 1.072 0.009
C 2.671 0.437 0.368
O 3.223 0.952 1.462
H -0.721 -2.522 0.663
H 0.989 -2.221 0.118
H -2.153 0.198 -1.325
H -2.536 -1.282 -0.547
H -1.497 0.737 1.346
H -2.961 1.258 0.533
H -2.992 -0.238 1.481
H 1.262 -0.211 -1.667
H -0.101 0.910 -1.753
H 1.441 2.081 -0.391
H 0.695 1.210 0.929
H 2.458 -0.662 0.419
H 3.250 0.641 -0.579
```

Properties
Energy above the lowest of the compared OMol25 structures with the same formula, charge and spin, kJ/mol: 41.1
Multiplicity: 1
Charge: -1
E_HOMO, eV: -2.24
Max |F|, eV/A: 1.09
Energy, Ha: -349.70615
SMILES string: C=C(CC)CCC[O-]
Orbital gap, eV: 5.823


No. 3
A cluster of 3 separate species, CH5O4 in total in a non-equilibrium geometry. Source: the Open Molecules 2025 dataset; level of theory: ωB97M-V with the def2-TZVPD basis set.

```
10
CH5O4 (ωB97M-V with the def2-TZVPD basis set)
O -1.243 -1.309 0.183
C -0.330 -1.214 1.046
O 0.682 -0.490 1.002
H -0.516 -1.827 1.955
H -0.798 1.198 -0.823
H -1.605 0.060 -0.543
O -1.723 0.955 -1.010
H 1.623 0.462 -1.253
H 2.010 0.947 0.178
O 1.900 1.218 -0.736
```

Properties
Energy above the lowest of the compared OMol25 structures with the same formula, charge and spin, kJ/mol: 37.2
Multiplicity: 1
Charge: -1
E_HOMO, eV: -4.99
Max |F|, eV/A: 1.52
Energy, Ha: -342.14050
Orbital gap, eV: 9.219


No. 4
A structure of composition C49H38CrN3O3P2S in a non-equilibrium geometry. Source: the Open Molecules 2025 dataset; level of theory: ωB97M-V with the def2-TZVPD basis set.

```
97
C49H38CrN3O3P2S (ωB97M-V with the def2-TZVPD basis set)
Cr -0.027 -0.043 0.073
O 0.213 -2.691 -4.643
C -0.534 -1.617 -4.894
C -0.964 -1.435 -6.211
C -1.740 -0.352 -6.556
C -2.108 0.600 -5.598
C -1.694 0.442 -4.301
C -0.905 -0.660 -3.918
C -0.471 -0.749 -2.544
O -0.883 0.110 -1.653
N 0.388 -1.705 -2.179
N 0.744 -1.493 -0.907
C 1.662 -2.209 -0.337
C 2.009 -1.796 0.985
C 3.000 -2.424 1.741
C 3.306 -1.940 2.991
C 2.585 -0.856 3.488
C 1.609 -0.287 2.701
N 1.318 -0.715 1.459
H 0.528 -2.669 -3.722
H -0.664 -2.172 -6.944
H -2.058 -0.236 -7.583
H -2.714 1.450 -5.876
H -1.961 1.169 -3.546
H 2.151 -3.030 -0.848
H 3.511 -3.283 1.327
H 4.090 -2.394 3.583
H 2.779 -0.460 4.474
H 1.034 0.543 3.077
O -1.818 2.600 0.798
S -0.847 1.699 1.416
C -1.598 1.042 2.911
C -2.103 1.858 3.912
C -2.753 1.276 4.988
C -2.907 -0.104 5.051
C -2.464 -0.909 4.013
C -1.813 -0.338 2.923
P -1.584 -1.250 1.358
C -1.086 -2.951 1.696
C -1.291 -3.877 0.668
C -0.839 -5.178 0.811
C -0.176 -5.559 1.971
C 0.048 -4.637 2.982
C -0.398 -3.329 2.846
C -3.296 -1.316 0.771
C -3.751 -0.270 -0.032
C -5.081 -0.233 -0.419
C -5.950 -1.235 -0.013
C -5.493 -2.280 0.780
C -4.168 -2.325 1.177
C 0.585 2.697 1.921
C 0.665 3.473 3.066
C 1.775 4.282 3.259
C 2.792 4.324 2.315
C 2.714 3.541 1.173
C 1.618 2.710 0.977
P 1.408 1.708 -0.526
C 0.983 2.919 -1.800
C -0.355 3.214 -2.054
C -0.669 4.216 -2.959
C 0.340 4.911 -3.609
C 1.672 4.608 -3.361
C 2.000 3.615 -2.454
C 2.993 0.985 -0.996
C 3.091 0.520 -2.311
C 4.196 -0.217 -2.703
C 5.200 -0.499 -1.786
C 5.106 -0.037 -0.480
C 3.999 0.696 -0.076
H -2.029 2.935 3.839
H -3.149 1.904 5.774
H -3.415 -0.549 5.896
H -2.647 -1.976 4.035
H -1.809 -3.576 -0.236
H -1.005 -5.897 0.020
H 0.159 -6.582 2.084
H 0.565 -4.932 3.886
H -0.221 -2.610 3.638
H -3.072 0.511 -0.352
H -5.438 0.577 -1.040
H -6.987 -1.205 -0.318
H -6.172 -3.065 1.086
H -3.815 -3.144 1.792
H -0.116 3.461 3.813
H 1.839 4.891 4.151
H 3.647 4.970 2.465
H 3.503 3.574 0.431
H -1.141 2.677 -1.544
H -1.706 4.459 -3.151
H 0.092 5.692 -4.315
H 2.459 5.147 -3.871
H 3.039 3.376 -2.262
H 2.305 0.746 -3.024
H 4.277 -0.565 -3.725
H 6.060 -1.081 -2.090
H 5.902 -0.242 0.224
H 3.926 1.050 0.946
```

Properties
Multiplicity: 2
Charge: +2
E_HOMO (alpha / beta), eV: -12.75 / -12.76
Max |F|, eV/A: 2.28
Energy, Ha: -4404.93624
Orbital gap (alpha / beta), eV: 5.617 / 6.126


No. 5
An isolated molecule of C16H15N5O4S in a non-equilibrium geometry. Source: the Open Molecules 2025 dataset; level of theory: ωB97M-V with the def2-TZVPD basis set.

```
41
C16H15N5O4S (ωB97M-V with the def2-TZVPD basis set)
C -3.908 -3.953 1.335
C -3.443 -2.787 0.547
C -4.015 -1.577 0.279
C -3.050 -0.932 -0.536
N -3.089 0.324 -1.102
C -3.987 1.296 -0.788
O -4.981 1.129 -0.131
C -3.686 2.664 -1.397
S -1.940 3.000 -1.783
C -1.275 2.668 -0.226
N -1.919 2.337 0.852
N -0.984 2.116 1.795
C 0.172 2.328 1.261
C 1.507 2.161 1.887
N 2.242 1.100 1.239
C 3.373 1.353 0.525
O 3.863 2.462 0.472
C 3.971 0.166 -0.145
C 5.355 0.139 -0.299
C 5.968 -0.931 -0.923
C 5.203 -1.976 -1.414
C 3.824 -1.944 -1.286
C 3.206 -0.880 -0.652
O 0.059 2.687 -0.046
N -2.002 -1.702 -0.726
O -2.243 -2.858 -0.056
H -3.201 -4.171 2.133
H -4.882 -3.739 1.763
H -3.977 -4.833 0.698
H -4.953 -1.181 0.599
H -2.289 0.551 -1.679
H -4.215 2.762 -2.347
H -4.050 3.426 -0.708
H 2.107 3.069 1.747
H 1.365 1.959 2.951
H 1.870 0.165 1.290
H 5.932 0.970 0.079
H 7.042 -0.947 -1.033
H 5.679 -2.811 -1.906
H 3.224 -2.750 -1.683
H 2.127 -0.861 -0.588
```

Properties
Multiplicity: 1
E_HOMO, eV: -9.24
Max |F|, eV/A: 1.68
Energy, Ha: -1591.62622
SMILES string: Cc1cc(NC(=O)CSc2nnc(CNC(=O)c3ccccc3)o2)no1
Orbital gap, eV: 9.728


No. 6
A structure of composition C22H33BBa2F4N2O10 in a non-equilibrium geometry. Source: the Open Molecules 2025 dataset; level of theory: ωB97M-V with the def2-TZVPD basis set.

```
74
C22H33BBa2F4N2O10 (ωB97M-V with the def2-TZVPD basis set)
Ba 4.273 -2.676 2.231
Ba 1.159 2.170 3.456
B 3.688 1.287 1.762
F 4.771 1.673 1.043
F 3.839 0.059 2.372
F 3.662 2.172 2.825
F 2.497 1.328 1.065
C 0.765 -0.961 -0.236
C 0.832 -0.977 1.305
O 1.555 -1.903 1.812
O 0.258 -0.125 2.031
H -0.255 -0.683 -0.503
H 1.023 -1.874 -0.772
H 1.406 -0.202 -0.683
C -0.116 1.627 -4.378
C 0.866 0.655 -4.521
C 0.622 -0.649 -4.150
C -0.601 -1.025 -3.615
C -1.604 -0.053 -3.518
C -1.366 1.308 -3.879
N -0.752 -2.397 -3.067
O 0.020 -3.249 -3.458
O -1.718 -2.561 -2.297
H 0.048 2.624 -4.760
H 1.847 0.871 -4.916
H 1.406 -1.386 -4.239
H -2.524 -0.248 -2.987
H -2.115 2.078 -3.767
C -3.835 -0.791 -0.421
C -5.083 -1.263 -0.695
C -6.182 -0.988 0.145
C -6.014 -0.301 1.330
C -4.703 0.158 1.635
C -3.657 -0.046 0.781
N -7.157 0.137 2.198
O -7.012 0.887 3.154
O -8.280 -0.296 1.772
H -3.007 -0.859 -1.111
H -5.145 -1.871 -1.586
H -7.161 -1.246 -0.231
H -4.571 0.690 2.566
H -2.676 0.269 1.103
C 3.253 -5.665 0.228
O 3.221 -4.260 0.008
C 3.428 -3.913 -1.334
C 3.956 -2.458 -1.409
O 5.174 -2.281 -0.664
C 6.261 -1.674 -1.253
H 4.164 -6.107 -0.175
H 2.343 -6.124 -0.160
H 3.312 -5.863 1.298
H 2.537 -4.128 -1.924
H 4.120 -4.585 -1.841
H 3.190 -1.776 -1.038
H 4.183 -2.234 -2.451
H 6.534 -2.147 -2.196
H 7.105 -1.725 -0.566
H 6.081 -0.614 -1.434
C -0.252 3.110 0.058
O -0.365 3.292 1.410
C -1.451 4.208 1.778
C -1.071 4.976 3.010
O -0.693 4.030 4.043
C -1.565 3.946 5.199
H 0.574 2.472 -0.258
H -0.081 4.041 -0.482
H -1.181 2.673 -0.308
H -2.320 3.660 2.143
H -1.859 4.922 1.063
H -1.984 5.480 3.327
H -0.186 5.572 2.789
H -0.985 3.621 6.062
H -2.379 3.294 4.883
H -2.066 4.895 5.395
```

Properties
Energy above the lowest of the compared OMol25 structures with the same formula, charge and spin, kJ/mol: 0.0
Multiplicity: 1
Charge: +2
E_HOMO, eV: -13.23
Max |F|, eV/A: 3.60
Energy, Ha: -2194.94008
Orbital gap, eV: 7.199


Which of these has the lowest energy? C49H38CrN3O3P2S


multiplicity of number 4 (C49H38CrN3O3P2S)? 2